The following is a DFT calculation (wB97M-V/def2-TZVPD) of a 2-piece molecular cluster, C3H6O2PS overall.

XYZ file:
```
13
C3H6O2PS | the Open Molecules 2025 dataset | wB97M-V/def2-TZVPD
C 2.630 -0.234 -0.551
C -1.005 -1.267 -0.205
C -0.619 1.480 0.024
O 2.668 0.546 -1.432
O -0.554 -0.019 2.331
P -1.493 0.103 1.157
S 2.988 -1.413 0.389
H -2.098 -1.581 -0.299
H -0.528 -0.851 -1.119
H -0.424 -2.044 0.198
H -1.118 1.343 -0.902
H -0.847 2.456 0.604
H 0.399 1.480 -0.195
```

2S+1 = 1
largest force on an atom = 3.91 eV Å⁻¹
highest occupied orbital energy = -2.54 eV
relative energy (zero: lowest compared OMol25 entry of this formula, charge and spin) = 2.530 eV
charge = -1

The following is a DFT calculation (wB97M-V/def2-TZVPD) of a 8-piece molecular cluster, C18H56N3O12 overall.

XYZ file:
```
89
C18H56N3O12 | the Open Molecules 2025 dataset | wB97M-V/def2-TZVPD
N -0.579 0.304 0.202
H -0.578 0.962 0.969
H 0.342 0.349 -0.210
H -1.276 0.665 -0.434
H -0.824 -0.596 0.590
C -4.105 2.568 -2.085
C -2.983 2.708 -1.101
C -3.418 2.490 0.407
O -4.325 3.504 0.825
C -5.093 3.092 1.985
N -1.980 1.766 -1.534
H -3.817 2.942 -3.067
H -4.969 3.154 -1.770
H -4.340 1.534 -2.339
H -2.637 3.741 -1.086
H -2.521 2.527 1.026
H -3.716 1.457 0.588
H -5.870 3.828 2.192
H -4.556 3.003 2.929
H -5.683 2.197 1.789
H -2.432 0.980 -1.979
H -1.565 2.276 -2.301
C 1.582 -3.120 0.084
C 2.989 -2.732 -0.396
C 3.794 -1.807 0.544
O 3.040 -0.652 0.911
C 3.631 0.085 1.920
N 3.710 -3.964 -0.662
H 1.369 -3.039 1.150
H 1.251 -4.093 -0.279
H 0.877 -2.463 -0.424
H 2.893 -2.217 -1.351
H 4.775 -1.553 0.142
H 4.000 -2.421 1.421
H 3.846 -0.500 2.814
H 3.038 0.991 2.045
H 4.550 0.581 1.609
H 3.211 -4.485 -1.369
H 3.605 -4.486 0.197
C 2.170 1.687 -2.064
C 3.642 2.094 -1.740
O 4.484 1.039 -2.172
O 1.790 0.527 -1.326
H 2.033 1.490 -3.127
H 1.429 2.451 -1.827
H 3.843 2.216 -0.676
H 3.854 3.004 -2.301
H 5.272 0.938 -1.633
H 2.635 0.215 -0.993
C 0.443 -3.325 -3.658
C 0.808 -1.844 -3.407
O 0.080 -1.067 -4.385
O -0.816 -3.732 -3.192
H 1.151 -3.994 -3.169
H 0.490 -3.512 -4.731
H 1.889 -1.703 -3.407
H 0.531 -1.577 -2.387
H 0.687 -0.698 -5.032
H -0.782 -3.882 -2.244
C -2.004 -0.666 3.593
C -0.522 -0.552 3.393
O -0.037 -1.444 2.402
O -2.675 0.260 2.736
H -2.232 -0.365 4.616
H -2.450 -1.660 3.550
H 0.066 -0.819 4.271
H -0.312 0.443 3.000
H 0.296 -2.232 2.838
H -3.606 0.134 2.929
C -2.645 -2.862 -0.215
C -1.794 -3.921 0.594
O -1.196 -4.960 -0.100
O -1.837 -1.943 -0.929
H -3.297 -2.287 0.442
H -3.237 -3.400 -0.955
H -2.340 -4.410 1.401
H -0.970 -3.337 1.005
H -1.573 -5.738 0.318
H -2.195 -1.663 -1.775
C 0.772 3.998 1.012
C 2.122 4.415 1.584
O 1.951 5.015 2.820
O 0.074 2.964 1.677
H 0.974 3.587 0.023
H 0.145 4.858 0.775
H 2.438 5.212 0.911
H 2.832 3.590 1.632
H 2.585 4.623 3.424
H -0.204 3.262 2.546
```

expectation value of S² = 0.750
2S+1 = 2
largest force on an atom = 2.61 eV Å⁻¹
highest occupied orbital energy (spin up / spin down) = -1.72 / -9.23 eV

The following is a DFT calculation (wB97M-V/def2-TZVPD) of a 2-piece molecular cluster, C4H11NOP overall.

XYZ file:
```
18
C4H11NOP | the Open Molecules 2025 dataset | wB97M-V/def2-TZVPD
C -1.841 0.531 -0.349
C 0.150 0.179 -0.780
C 2.326 0.569 0.405
C 1.339 -0.354 -0.159
N 1.443 -1.620 0.037
O -2.026 1.507 0.560
P -2.346 -1.181 0.324
H 0.241 1.195 -1.025
H -1.981 0.626 -1.346
H -0.340 -0.450 -1.446
H 2.861 0.970 -0.416
H 2.777 0.109 1.172
H 1.864 1.354 0.740
H 0.726 -2.330 -0.265
H -1.585 2.362 0.286
H 2.244 -2.013 0.468
H -2.195 -0.791 1.575
H -3.656 -0.664 0.221
```

2S+1 = 1
largest force on an atom = 5.90 eV Å⁻¹
highest occupied orbital energy = -13.32 eV
relative energy (zero: lowest compared OMol25 entry of this formula, charge and spin) = 2.755 eV
charge = +1